(A)
DFT (ωB97M-V/def2-TZVPD) results for 2 unconnected molecules or ions with the total composition C4H10O.

Geometry as ORCA input:
```
! RIJCOSX wB97M-V def2-TZVPD def2/J DEFGRID3
* xyz 0 1
C -1.48639 1.02964 -2.87587
H -0.05941 2.99410 -1.02116
H -2.32693 1.74298 -2.57894
H -1.80742 2.50941 -0.68088
C 2.50746 -4.18084 4.82418
H -1.75009 -0.04916 -3.05730
C -0.51694 1.09112 -1.63210
O 3.41391 -3.41156 5.05188
C -0.76404 2.18493 -0.79659
H -0.42866 2.15460 0.27301
H 1.93236 -4.84229 5.57069
H -0.82910 1.39344 -3.69251
H 0.47667 1.34252 -2.05079
H 1.96247 -4.09306 3.75538
H -0.32390 0.13417 -1.08899
*
```

The HOMO-LUMO gap comes out at 11.0 eV. Its LUMO energy is 0.726 eV. As for the structure (SMILES): C=O.CCC.

(B)
DFT (ωB97M-V/def2-TZVPD) results for 3 unconnected molecules or ions with the total composition C4H10O.

Geometry as ORCA input:
```
! RIJCOSX wB97M-V def2-TZVPD def2/J DEFGRID3
* xyz 0 1
H -1.89036 2.06873 0.66558
H 0.12433 -0.59684 -1.77803
H -1.11305 0.46154 0.50078
H -0.48052 2.87875 -1.35048
H -0.24736 -0.94528 -2.32040
H 0.77294 -2.45687 -0.24796
C 0.79334 -2.22705 0.81425
H -2.17878 1.11948 -0.78891
C -0.23981 2.02738 -0.67818
H 1.86914 -0.41408 0.62120
C -1.42369 1.36297 -0.03312
O 0.91137 1.70281 -0.50352
H 1.41157 -0.91330 2.34318
C 1.39305 -1.13586 1.27880
H 0.29782 -2.93238 1.47680
*
```

The HOMO-LUMO gap comes out at 11.0 eV. Its LUMO energy is 1.160 eV. As for the structure (SMILES): [H][H].CC=O.C=C.

Quick one: least stable of them? (A)

(A)
DFT (ωB97M-V/def2-TZVPD) results for 2 unconnected molecules or ions with the total composition C4H10O.

Geometry as ORCA input:
```
! RIJCOSX wB97M-V def2-TZVPD def2/J DEFGRID3
* xyz 0 1
H 2.39369 0.91498 2.09252
H 1.68802 1.50899 0.56871
C -0.84042 -1.19299 -1.68804
C 2.16739 0.65372 1.05641
C -0.60118 -0.52063 0.63542
H -1.42696 -0.20271 2.26100
H -0.00309 -1.88744 -1.57037
C -0.64245 0.01699 -0.77088
H -1.75551 -1.73081 -1.41948
H -1.41230 0.78806 -0.91635
H 1.49298 -0.21061 1.04204
H -0.91125 -0.89371 -2.73706
O -1.44243 0.17907 1.36958
H 3.08848 0.40526 0.52437
H 0.33359 0.47114 -0.98940
*
```

The HOMO-LUMO gap comes out at 9.4 eV. Its LUMO energy is 0.886 eV.

(B)
DFT (ωB97M-V/def2-TZVPD) results for C4H10O in the gas phase.

Geometry as ORCA input:
```
! RIJCOSX wB97M-V def2-TZVPD def2/J DEFGRID3
* xyz 0 1
O 1.32925 0.94871 -1.50184
C -0.23178 0.32570 0.19450
H -2.20599 0.34736 -0.74287
H 1.38010 -0.90210 -0.54152
H 1.90984 0.48353 0.44124
C -0.36337 -0.35612 1.55812
H -1.49442 -1.26993 -0.61038
H -0.09224 -1.41790 1.47837
C 1.19023 0.16395 -0.33092
H -1.39333 -0.31022 1.92869
H -0.38722 1.40732 0.30325
H 2.21541 0.80790 -1.85446
C -1.26418 -0.21253 -0.80662
H 0.28926 0.09892 2.31306
H -0.88154 -0.11459 -1.82862
*
```

The HOMO-LUMO gap comes out at 11.3 eV. Its LUMO energy is 1.004 eV. As for the structure (SMILES): CC(C)CO.

(C)
DFT (ωB97M-V/def2-TZVPD) results for 2 unconnected molecules or ions with the total composition C4H10O.

Geometry as ORCA input:
```
! RIJCOSX wB97M-V def2-TZVPD def2/J DEFGRID3
* xyz 0 1
H 3.47968 -3.40872 -3.04755
C 3.16455 -2.52672 -2.50515
H 1.43020 -3.16201 -1.47767
H -1.14324 2.38905 0.56092
C -1.37800 1.96485 1.52936
H -3.23311 2.32617 2.66125
H -0.92965 0.99644 1.64839
H 1.17349 -1.03540 -0.54846
H -3.42246 2.37520 0.94922
H -0.88499 2.61219 2.25990
H 3.79504 -1.67148 -2.72426
C -2.90036 1.83440 1.74281
O 1.93178 -1.13353 -1.14171
C 2.12118 -2.35138 -1.70770
H -3.20412 0.79094 1.80063
*
```

The HOMO-LUMO gap comes out at 9.6 eV. Its LUMO energy is 0.664 eV. As for the structure (SMILES): C=CO.CC.

Quick one: least stable of them? (A)

(A)
DFT (ωB97M-V/def2-TZVPD) results for 2 unconnected molecules or ions with the total composition C4H10O.

Geometry as ORCA input:
```
! RIJCOSX wB97M-V def2-TZVPD def2/J DEFGRID3
* xyz 0 1
O -4.90771 -1.67673 1.09435
H 0.70983 -2.16579 -0.74337
H 2.17489 -1.92110 0.13717
C 1.48550 -1.43172 -0.55582
H -4.84387 -2.31606 0.36576
C 0.80482 2.31604 0.11356
H 2.30670 1.03628 -0.92749
H 1.21103 2.65881 1.05921
H 1.99778 -1.23591 -1.48964
H -0.02060 -0.15403 0.53740
H -4.04416 -1.24429 1.11177
H -0.26407 2.21250 0.25554
C 0.89225 -0.17014 -0.04203
C 1.42042 1.00929 -0.30566
H 1.07719 3.08287 -0.61073
*
```

The HOMO-LUMO gap comes out at 9.9 eV. Its LUMO energy is 0.639 eV. As for the structure (SMILES): C/C=C/C.O.

(B)
DFT (ωB97M-V/def2-TZVPD) results for 2 unconnected molecules or ions with the total composition C4H10O.

Geometry as ORCA input:
```
! RIJCOSX wB97M-V def2-TZVPD def2/J DEFGRID3
* xyz 0 1
C 0.06870 1.86260 2.86452
H -0.48918 0.44894 -1.57914
H 1.32231 0.58336 1.76720
H -0.04573 -2.44789 -1.05586
H -0.39986 2.83454 2.95091
H -0.19007 1.12617 3.59735
C 0.50250 -1.52795 -1.20768
H -0.44708 -0.66795 -2.91693
H 1.44179 -1.65744 -1.77709
H 1.14716 2.26699 1.05966
H -2.32873 -1.36460 -2.22565
O -1.81480 -1.12192 -1.39745
H 0.88764 -1.32902 -0.16826
C 0.89099 1.61147 1.85950
C -0.54564 -0.61730 -1.77110
*
```

The HOMO-LUMO gap comes out at 11.1 eV. Its LUMO energy is 0.962 eV. As for the structure (SMILES): C=C.CCO.

Quick one: least stable of them? (B)

(A)
DFT (ωB97M-V/def2-TZVPD) results for C4H10O in the gas phase.

Geometry as ORCA input:
```
! RIJCOSX wB97M-V def2-TZVPD def2/J DEFGRID3
* xyz 0 1
O -2.74204 0.24279 0.47895
H -0.34510 1.11277 0.97286
C -1.56729 -0.53145 0.32900
C 2.08644 0.53122 -0.52654
C -0.39422 0.41196 0.12986
H -1.64235 -1.19821 -0.54665
H 0.77838 -1.16973 -0.72579
H -3.49416 -0.35823 0.53087
C 0.92708 -0.33955 -0.02286
H 1.72543 1.43960 -1.02280
H -0.58474 1.01008 -0.77005
H -1.38981 -1.17093 1.21043
H 2.75749 0.83433 0.28315
H 2.68225 -0.02087 -1.25792
H 1.20264 -0.79376 0.93750
*
```

The HOMO-LUMO gap comes out at 11.3 eV. Its LUMO energy is 1.029 eV. As for the structure (SMILES): CCCCO.

(B)
DFT (ωB97M-V/def2-TZVPD) results for a molecular structure, C4H10O.

Geometry as ORCA input:
```
! RIJCOSX wB97M-V def2-TZVPD def2/J DEFGRID3
* xyz 0 1
H 2.33634 -1.50121 0.89581
C 0.48946 -0.42117 0.80076
H -0.28795 1.25586 0.36113
H 2.18343 -0.38394 -0.46663
O 0.63788 0.81531 1.09595
H -0.96093 -1.96869 0.49018
C -0.92132 1.45298 -0.90760
C 1.64565 -1.11871 0.14166
H -0.03891 1.99577 -1.26534
H 1.30984 -1.94088 -0.49579
H -1.57758 -0.48333 1.36502
H -1.33664 0.97636 -1.81473
H -0.96387 0.08600 -0.31453
H -1.69439 2.14646 -0.58834
C -0.82100 -0.91080 0.70246
*
```

The HOMO-LUMO gap comes out at 9.8 eV. Its LUMO energy is 0.926 eV.

(C)
DFT (ωB97M-V/def2-TZVPD) results for 3 unconnected molecules or ions with the total composition C4H10O.

Geometry as ORCA input:
```
! RIJCOSX wB97M-V def2-TZVPD def2/J DEFGRID3
* xyz 0 1
H 1.92202 0.53156 1.50791
C 0.61766 0.87396 -0.13797
H 2.33379 -0.63251 0.48738
H -3.12832 -2.44494 -0.95964
H 0.13922 -1.23934 0.29240
H 1.07417 1.48730 -0.87819
C 1.01669 1.13877 1.30621
C 0.44936 -0.59117 -0.53660
O -2.50859 -1.97439 -0.37238
H -1.30929 1.51432 -0.88084
C -0.72388 0.54403 -0.78745
H 0.13787 0.84879 1.97729
H -2.07336 -1.40087 -1.01725
H 0.81508 -0.92375 -1.46908
H 1.23760 2.26825 1.46822
*
```

The HOMO-LUMO gap comes out at 4.7 eV. Its LUMO energy is -2.021 eV.

Quick one: least stable of them? (C)

(A)
DFT (ωB97M-V/def2-TZVPD) results for 2 unconnected molecules or ions with the total composition C5H14.

Geometry as ORCA input:
```
! RIJCOSX wB97M-V def2-TZVPD def2/J DEFGRID3
* xyz 0 1
C 1.77604 2.32265 -0.37846
C -0.19178 -1.91651 0.56418
H 0.01422 3.38532 -0.61511
H 2.40315 2.24454 -1.30829
H -2.19280 -2.57251 0.09763
H -0.08538 -2.58826 1.44065
C -0.76689 -0.52488 0.91191
H -1.05172 0.05637 0.05537
H 0.15638 0.00770 1.31231
H 0.80780 -1.64205 0.16938
C -1.18023 -2.55912 -0.38207
H 2.32973 3.25512 0.01387
H -1.03326 -3.59737 -0.73420
H 2.05371 1.49037 0.28837
C 0.30122 2.40854 -0.64340
H -1.53927 -0.34261 1.68447
H 0.12507 2.02188 -1.61287
H -1.31605 -2.02538 -1.33863
H -0.30173 1.92282 0.11412
*
```

The HOMO-LUMO gap comes out at 12.4 eV. Its LUMO energy is 1.149 eV. As for the structure (SMILES): CCC.CC.

(B)
DFT (ωB97M-V/def2-TZVPD) results for 2 unconnected molecules or ions with the total composition C5H14.

Geometry as ORCA input:
```
! RIJCOSX wB97M-V def2-TZVPD def2/J DEFGRID3
* xyz 0 1
H 1.10570 -0.18268 3.03501
H 2.19252 1.16686 -0.32827
H -2.78885 -2.24848 -1.47123
H -2.04044 -2.23158 -3.12635
H 1.75618 -0.83469 1.53255
H -1.48799 0.38531 -1.22560
C 0.87316 -0.26487 1.91970
H 2.97105 1.17153 1.35557
C -1.27533 -0.61458 -1.61867
C 2.08943 1.57156 0.74023
H -0.58602 -0.34065 -2.37375
C 0.75489 1.18519 1.43941
H 0.46619 1.84161 2.33901
H -0.60874 -1.15309 -0.90915
C -2.36403 -1.56381 -2.21467
H -0.00838 1.49167 0.91180
H 0.05141 -0.89939 1.85634
H 2.20401 2.62764 0.53609
H -3.30476 -1.10757 -2.39803
*
```

The HOMO-LUMO gap comes out at 12.0 eV. Its LUMO energy is 1.121 eV. As for the structure (SMILES): CCC.CC.

Quick one: least stable of them? (B)

(A)
DFT (ωB97M-V/def2-TZVPD) results for 2 unconnected molecules or ions with the total composition C5H14.

Geometry as ORCA input:
```
! RIJCOSX wB97M-V def2-TZVPD def2/J DEFGRID3
* xyz 0 1
H 1.15098 -0.64660 0.69978
C -1.69844 -1.01801 1.62638
H 0.14348 3.44553 -2.92208
C 0.07794 2.59784 -2.18889
H 0.07486 2.85082 -1.08915
H -2.70837 -1.54239 1.77297
H -0.44828 -2.54949 0.64783
H 1.69441 -2.16164 1.50891
H -0.83493 1.92110 -2.29719
H -1.67520 -0.10169 2.22670
C -0.46798 -1.86032 1.65946
H 0.79875 0.76997 -1.72043
C 1.06870 1.45668 -2.43109
H -0.55891 -2.65131 2.43768
H 1.40623 -0.83993 2.45297
H 1.15840 1.24903 -3.47550
H 2.20077 1.72914 -2.19977
H -1.89854 -0.65030 0.65577
C 0.93584 -1.31323 1.55106
*
```

The HOMO-LUMO gap comes out at 11.6 eV. Its LUMO energy is 0.973 eV. As for the structure (SMILES): CCC.CC.

(B)
DFT (ωB97M-V/def2-TZVPD) results for 2 unconnected molecules or ions with the total composition C5H14.

Geometry as ORCA input:
```
! RIJCOSX wB97M-V def2-TZVPD def2/J DEFGRID3
* xyz 0 1
C 1.35510 -2.13903 -1.16918
H -0.42898 0.54443 3.15243
H -0.40029 -0.12659 0.57052
H -1.85954 2.51576 0.48886
C -1.16123 0.70180 2.35824
H 2.61268 -0.44250 -1.64626
H 0.36904 -2.52811 -1.41639
H -0.92872 1.93116 -0.88307
H -2.28935 1.00925 -0.24726
H 2.09586 -2.90040 -1.41738
H 0.98150 -0.05875 -1.75854
H 0.45864 1.36988 1.04645
H 1.32673 -1.91705 -0.09743
C -0.50833 0.87982 0.98699
C 1.65746 -0.88800 -1.96713
H -1.69665 1.60160 2.65474
C -1.43825 1.61883 0.03850
H -1.82952 -0.15254 2.35418
H 1.68384 -1.01955 -3.04825
*
```

The HOMO-LUMO gap comes out at 12.6 eV. Its LUMO energy is 1.113 eV. As for the structure (SMILES): CCC.CC.

Quick one: least stable of them? (A)